1.
The following is a DFT calculation (wB97M-V/def2-TZVPD) of a structure of composition C48H39N6Pb.

Structure (XYZ):
```
94
Properties=species:S:1:pos:R:3:forces:R:3:mulliken_charge:R:1
Pb 0.065200 -0.085900 -1.261200 0.024 -0.046 -1.343 1.026
C 5.432400 -5.474900 -0.628300 0.002 -0.010 0.001 -0.384
C 4.676900 -5.031700 -1.701800 0.048 -0.085 -0.073 -0.896
C 3.718300 -4.054200 -1.514500 -0.017 0.038 0.074 0.274
C 3.513700 -3.502900 -0.254300 0.167 -0.158 -0.082 -0.708
C 4.275400 -3.946500 0.817900 -0.102 0.080 -0.023 0.304
C 5.227100 -4.933800 0.629800 0.100 -0.058 0.075 -0.920
C 2.486600 -2.443200 -0.128700 0.054 0.055 -0.021 1.043
C 2.935600 -1.120800 -0.163500 -0.124 -0.111 -0.043 0.325
C 4.311200 -0.705100 -0.097600 0.049 0.198 -0.005 -1.529
C 4.310700 0.651600 -0.051200 0.042 -0.209 0.009 -1.558
C 2.936000 1.071200 -0.120300 -0.126 0.064 -0.034 0.518
C 2.490400 2.396700 -0.111000 -0.063 0.035 -0.028 0.855
C 3.529400 3.453800 -0.051900 0.162 0.134 -0.051 -0.576
C 4.187400 3.819800 -1.219900 -0.085 -0.041 0.065 0.349
C 5.154800 4.806700 -1.197100 0.104 0.037 -0.081 -0.877
C 5.484100 5.429900 -0.004500 -0.002 0.001 -0.013 -0.422
C 4.835200 5.067400 1.164100 0.057 0.063 0.071 -0.854
C 3.858500 4.086400 1.141500 -0.074 -0.079 -0.041 0.234
C 1.161200 2.823200 -0.193800 0.137 -0.097 -0.003 0.149
N 0.068300 2.014900 -0.226600 -0.058 -0.277 0.541 0.117
C -1.030700 2.810000 -0.333600 -0.142 -0.035 -0.022 0.310
C -2.360400 2.380900 -0.369200 0.153 -0.030 -0.012 1.181
C -3.377800 3.434600 -0.576400 -0.125 0.067 -0.094 -0.567
C -3.827100 3.646100 -1.873500 0.001 0.000 0.100 0.170
C -4.730600 4.656100 -2.138600 -0.096 0.067 -0.081 -0.873
C -5.199200 5.451500 -1.104800 -0.054 0.048 -0.022 -0.404
C -4.765200 5.232600 0.192800 -0.087 0.113 0.016 -0.841
C -3.851500 4.228300 0.458600 0.032 -0.084 -0.041 0.223
C -2.815000 1.061200 -0.275300 0.131 -0.039 -0.046 0.316
C -4.189300 0.651200 -0.173000 -0.091 -0.070 0.006 -1.582
C -4.187800 -0.698200 -0.026800 -0.085 0.075 0.002 -1.390
C -2.813500 -1.120200 -0.048900 0.107 -0.104 -0.004 0.261
N -2.018800 -0.035100 -0.225700 0.196 0.110 0.485 0.207
C -2.360500 -2.430900 0.119800 0.022 0.152 -0.026 0.834
C -1.028400 -2.854800 0.124700 -0.022 0.036 -0.033 0.269
C -0.604500 -4.209200 0.356100 0.242 -0.100 0.014 -1.608
C 0.748800 -4.223400 0.253800 -0.199 -0.029 0.010 -1.482
C 1.159600 -2.872400 -0.015600 -0.067 0.139 -0.067 0.240
N 0.062300 -2.081700 -0.098300 0.022 0.147 0.264 0.223
C -3.380000 -3.489100 0.302900 -0.136 -0.109 -0.048 -0.452
C -3.929800 -3.759700 1.548700 0.044 0.056 -0.074 0.287
C -4.844600 -4.787500 1.694100 -0.095 -0.084 0.069 -0.899
C -5.221600 -5.542100 0.594600 -0.034 -0.041 0.014 -0.400
C -4.686400 -5.263300 -0.653000 -0.083 -0.125 -0.038 -0.855
C -3.765500 -4.243700 -0.797200 0.007 0.068 0.069 0.375
C -0.613800 4.183600 -0.400600 0.251 0.080 -0.034 -1.730
C 0.739500 4.193100 -0.302200 -0.215 0.004 -0.011 -1.628
N 2.139600 -0.023100 -0.204400 -0.187 0.051 0.497 0.266
H 6.178700 -6.240000 -0.770900 0.092 -0.091 -0.019 0.399
H 4.835000 -5.445100 -2.686300 0.024 -0.060 -0.081 0.408
H 3.120300 -3.696800 -2.341800 -0.006 -0.021 -0.082 0.478
H 4.116100 -3.514900 1.797200 0.004 0.014 0.068 0.443
H 5.813700 -5.279300 1.467700 0.061 -0.037 0.074 0.404
H 5.157400 -1.364300 -0.095100 0.159 -0.107 0.056 0.578
H 5.156900 1.308800 0.004600 0.152 0.105 0.050 0.574
H 3.920400 3.323100 -2.142300 0.031 0.000 -0.101 0.472
H 5.653200 5.084300 -2.113100 0.073 0.055 -0.077 0.405
H 6.243900 6.194500 0.013300 0.092 0.102 0.007 0.392
H 5.093300 5.550200 2.095500 0.007 0.036 0.064 0.394
H 3.348400 3.806200 2.054600 -0.033 -0.019 0.024 0.466
H -3.443900 3.015200 -2.662800 -0.009 -0.007 -0.120 0.489
H -5.062100 4.821800 -3.152500 -0.071 0.052 -0.071 0.393
H -5.902400 6.243200 -1.311400 -0.080 0.079 -0.014 0.390
H -5.135400 5.850900 0.997500 -0.031 0.049 0.051 0.400
H -3.501500 4.059200 1.467600 0.043 -0.011 0.072 0.439
H -5.035800 1.311500 -0.218200 -0.115 0.073 0.051 0.595
H -5.032900 -1.355300 0.068100 -0.116 -0.050 0.059 0.586
H -1.257200 -5.035200 0.563100 -0.092 -0.150 0.048 0.558
H 1.410100 -5.061000 0.354400 0.129 -0.181 0.061 0.589
H -3.633000 -3.163500 2.401200 0.026 0.030 0.073 0.397
H -5.261700 -5.004800 2.666900 -0.041 -0.012 0.056 0.390
H -5.930300 -6.348000 0.710300 -0.072 -0.057 0.010 0.393
H -4.980800 -5.844200 -1.514100 -0.044 -0.066 -0.055 0.402
H -3.332800 -4.015700 -1.760100 0.021 -0.035 -0.125 0.478
H -1.268100 5.021200 -0.544100 -0.106 0.171 0.061 0.544
H 1.398100 5.038100 -0.342000 0.109 0.191 0.053 0.564
N 0.006200 -0.110400 5.070900 0.004 -0.105 0.498 -0.039
C 1.225300 0.348700 4.350000 0.753 -0.101 -0.794 -1.023
C 1.199100 -0.279800 2.937300 0.044 0.267 0.259 -0.282
N 0.000300 0.019200 2.228100 -0.002 -0.013 0.019 0.645
C -1.183500 -0.327900 2.940200 -0.053 0.272 0.259 -0.265
C -1.233000 0.297200 4.353900 -0.746 -0.130 -0.794 -1.147
H 0.000100 0.238200 6.033700 0.005 -0.140 -0.146 0.362
H 0.028000 -1.138300 5.105900 -0.004 0.204 0.116 0.402
H 2.110600 0.031000 4.901100 -0.112 0.001 0.138 0.445
H 1.203900 1.438500 4.292100 -0.117 -0.092 0.079 0.407
H 1.275800 -1.371300 3.038100 0.138 -0.058 0.039 0.358
H 2.055600 0.064100 2.361600 0.122 -0.014 0.064 0.063
H -0.016100 0.882600 1.705000 -0.004 0.118 -0.141 -0.124
H -1.215500 -1.422000 3.039500 -0.137 -0.060 0.041 0.337
H -2.055300 -0.018200 2.368100 -0.121 -0.018 0.064 0.058
H -2.102800 -0.058900 4.906400 0.115 0.006 0.137 0.468
H -1.259000 1.387000 4.297400 0.123 -0.088 0.082 0.394
```
Positions in Å, forces in eV/Å.

Output
- E_tot (eV) = -64592.60350
- spin multiplicity = 1
- HOMO energy (eV) = -8.85
- maximum force (eV/Å) = 1.3
- charge = +1

***

2.
The following is a DFT calculation (wB97M-V/def2-TZVPD) of an isolated molecule of C3H6N2.

Structure (XYZ):
```
11
Properties=species:S:1:pos:R:3:forces:R:3:mulliken_charge:R:1
C -2.446432 -0.174404 -0.006872 -0.619 0.757 1.049 -0.770
C -1.181516 0.321982 0.019695 -1.398 0.534 -0.174 0.186
C 1.271753 0.364863 -0.029649 0.305 -0.147 0.000 0.189
H -3.257918 0.620351 0.096260 1.218 -1.240 -0.246 0.195
H -2.845614 -1.214283 0.142552 1.010 0.989 -0.571 0.253
H -1.163573 1.447718 0.101195 0.588 -1.403 -0.269 0.133
H 0.061362 -1.376935 -0.165478 0.041 1.697 0.223 0.242
H 1.140646 1.473064 -0.052746 -0.040 -0.880 -0.218 0.233
H 2.533682 -1.124618 0.277463 -0.350 1.695 -0.886 0.206
N 0.051425 -0.331170 -0.071206 0.233 -0.745 0.188 -0.262
N 2.472659 -0.083106 0.028595 -0.988 -1.256 0.903 -0.606
```
Positions in Å, forces in eV/Å.

Output
- E_tot (eV) = -6187.10464
- spin multiplicity = 1
- HOMO energy (eV) = -8.60
- maximum force (eV/Å) = 1.9
- charge = 0

***

3.
The following is a DFT calculation (wB97M-V/def2-TZVPD) of a structure of composition CH5NO2Si.

Structure (XYZ):
```
10
Properties=species:S:1:pos:R:3:forces:R:3:mulliken_charge:R:1
C -1.356147 -0.641985 -0.250486 -0.071 -0.204 3.443 -0.888
N 2.733716 -0.321549 0.392534 1.088 0.251 -0.925 0.357
O 1.431802 -0.114751 0.429624 -2.178 1.247 -0.057 -0.471
O 3.409968 0.160523 -0.480112 -1.541 -0.116 0.963 -0.406
Si -0.566027 0.966200 0.173177 1.478 -1.738 -1.294 0.500
H -0.689665 -1.268870 0.404088 -0.962 0.120 0.000 0.257
H -2.437384 -0.840138 -0.016773 1.159 0.299 -0.375 0.341
H -1.008575 -0.966749 -1.155725 0.183 -0.621 -2.827 0.352
H -0.795148 1.209158 1.623127 0.301 0.717 -0.526 -0.019
H -0.722543 1.818162 -1.119450 0.544 0.046 1.598 -0.024
```
Positions in Å, forces in eV/Å.

Output
- E_tot (eV) = -14576.09881
- spin multiplicity = 1
- HOMO energy (spin up / spin down) (eV) = -8.92 / -8.92
- maximum force (eV/Å) = 3.4
- charge = 0

***

4.
The following is a DFT calculation (wB97M-V/def2-TZVPD) of a structure of composition C17H27GeIN4O3PdS.

Structure (XYZ):
```
55
Properties=species:S:1:pos:R:3:forces:R:3:mulliken_charge:R:1
Pd 1.543264 0.628023 0.491862 0.021 0.065 0.013 0.758
C 0.000605 4.648596 -0.788079 -0.001 -0.011 -0.006 -1.304
C 0.125395 3.154701 -0.688920 -0.047 -0.019 -0.026 0.786
N -0.970380 2.429071 -0.954121 -0.004 0.034 0.022 -0.065
O 1.203289 2.641311 -0.377967 0.010 -0.023 0.004 -0.630
H -0.778451 4.953557 -1.484934 -0.002 0.002 0.004 0.412
H 0.959498 5.062499 -1.087532 -0.001 0.004 -0.004 0.344
H -0.242193 5.033232 0.203094 0.010 0.003 0.007 0.233
H -1.868164 2.873864 -1.033113 0.000 -0.009 -0.005 0.217
H -0.936266 1.425757 -0.832285 -0.004 -0.004 0.008 0.001
C -1.104666 -2.180974 1.045233 0.003 0.018 0.007 -1.214
Ge 0.801018 -2.645655 1.080254 0.005 0.009 -0.014 0.804
C 1.092172 -3.941713 2.523013 -0.003 -0.008 0.000 -1.350
C 1.208421 -3.557524 -0.615502 -0.001 -0.013 0.001 -0.882
C 1.990138 -1.124046 1.363897 -0.017 0.022 0.015 -1.384
H -1.692767 -3.051962 0.749688 0.003 -0.003 -0.003 0.512
H -1.288364 -1.376387 0.331368 -0.004 -0.007 -0.004 0.195
H -1.449939 -1.862999 2.030116 -0.001 -0.002 0.002 0.377
H 0.450929 -4.815356 2.395880 0.001 -0.001 0.002 0.380
H 0.873125 -3.491350 3.491778 -0.001 0.002 -0.002 0.370
H 2.130426 -4.276117 2.532420 -0.001 -0.001 0.002 0.374
H 0.846571 -4.586507 -0.577028 0.004 -0.002 -0.006 0.462
H 2.284399 -3.584840 -0.798383 0.002 -0.001 0.001 0.325
H 0.722805 -3.067507 -1.460195 0.000 -0.006 0.012 -0.081
H 2.991796 -1.429040 1.036139 0.010 0.004 -0.003 0.645
H 2.063733 -0.896994 2.429203 0.003 0.001 0.002 0.471
C -1.583024 -2.707472 -3.539280 0.004 0.000 -0.007 -1.002
C -1.116716 -1.280456 -3.835503 0.004 -0.002 -0.004 -0.581
C 0.102378 -0.930573 -3.046485 -0.010 0.013 -0.013 -0.008
N 0.072955 -0.410100 -1.874550 0.005 -0.018 0.009 -0.383
N 1.315753 -0.268256 -1.318380 -0.008 0.019 -0.051 0.472
C 2.288221 -0.678353 -2.090796 -0.004 0.030 0.009 0.362
N 3.580550 -0.613705 -1.736584 -0.005 -0.017 0.016 -0.366
S 1.718832 -1.289364 -3.600236 0.003 -0.016 -0.003 -0.179
H -2.479195 -2.941894 -4.112545 0.000 0.001 0.000 0.396
H -1.810103 -2.819204 -2.479021 -0.002 0.000 -0.001 0.209
H -0.812887 -3.435330 -3.798707 -0.001 -0.001 0.002 0.297
H -1.892322 -0.563026 -3.566330 0.000 -0.003 0.009 0.253
H -0.913263 -1.157503 -4.900569 -0.001 0.006 -0.001 0.378
H 3.797682 -0.189408 -0.846310 0.004 0.005 0.005 0.144
H 4.315968 -0.900696 -2.353070 -0.002 0.000 -0.002 0.204
I -5.057666 2.395649 1.298977 0.001 0.000 -0.002 0.086
C -3.043583 2.376603 1.863466 0.001 0.002 0.000 -0.370
C -2.360362 1.171307 1.914520 -0.005 0.006 -0.002 -0.215
C -1.007666 1.176728 2.226769 0.007 -0.004 -0.003 0.220
C -0.342477 2.364610 2.503297 0.009 0.010 -0.040 -0.087
C -1.061117 3.553680 2.506140 0.002 -0.003 -0.003 -0.832
C -2.407052 3.571752 2.168216 0.000 0.005 0.001 -0.329
C 1.142787 2.401872 2.829809 -0.043 -0.041 0.045 0.377
O 1.531081 3.244156 3.621289 -0.001 0.038 -0.041 -0.701
O 1.893897 1.515618 2.268005 0.065 -0.087 0.037 -0.730
H -2.868916 0.239578 1.704107 0.001 0.004 0.003 0.456
H -0.460056 0.243736 2.256580 -0.003 -0.007 0.005 0.196
H -0.543768 4.464606 2.780666 -0.004 0.003 0.002 0.581
H -2.956325 4.503803 2.150636 0.000 0.002 0.000 0.394
```
Positions in Å, forces in eV/Å.

Output
- E_tot (eV) = -109103.00328
- spin multiplicity = 1
- HOMO energy (eV) = -8.31
- maximum force (eV/Å) = 0.1
- charge = 0

***

5.
The following is a DFT calculation (wB97M-V/def2-TZVPD) of a cluster of 2 separate species, CH7NS2 in total.

Structure (XYZ):
```
11
Properties=species:S:1:pos:R:3:forces:R:3:mulliken_charge:R:1
S -4.003822 0.710796 0.706341 1.559 0.653 -0.666 -0.142
S -2.151615 -0.327152 1.099408 -2.191 -2.261 3.012 -0.249
H -4.542952 -0.405679 0.234274 -0.115 -0.245 -0.262 0.172
H -0.835753 -0.470798 0.891521 0.459 1.954 -2.026 0.197
C 2.153235 -0.107850 -0.216694 -0.140 -0.358 0.285 -0.768
N 0.737696 0.334398 -0.339515 0.794 -0.617 -1.433 -0.529
H 2.793042 0.250941 -1.045466 -0.007 0.217 0.774 0.291
H 2.428363 0.167571 0.803644 0.796 0.251 -0.417 0.265
H 2.254896 -1.208074 -0.256186 -0.466 0.403 0.043 0.284
H 0.755014 1.275162 -0.744434 -0.129 -0.125 0.505 0.228
H 0.411895 -0.219312 -1.132897 -0.560 0.127 0.185 0.250
```
Positions in Å, forces in eV/Å.

Output
- E_tot (eV) = -24308.63309
- spin multiplicity = 1
- HOMO energy (eV) = -8.56
- maximum force (eV/Å) = 4.4
- charge = 0

***

6.
The following is a DFT calculation (wB97M-V/def2-TZVPD) of a structure of composition C3ORu.

Structure (XYZ):
```
5
Properties=species:S:1:pos:R:3:forces:R:3:mulliken_spin:R:1
C -0.996642 -0.760884 0.020541 -0.854 2.134 -0.756 0.668
C -0.498909 0.669461 0.188838 3.443 0.015 -0.587 0.452
O -1.773771 0.336635 -0.073358 -0.959 -2.840 0.560 -0.005
C 0.597762 -0.072889 0.011357 -4.078 1.083 0.885 -0.053
Ru 2.671559 -0.172323 -0.147376 2.448 -0.392 -0.102 3.938
```
Positions in Å, forces in eV/Å.

Output
- E_tot (eV) = -7685.71100
- spin multiplicity = 6
- ⟨S²⟩ = 8.783
- HOMO energy (spin up / spin down) (eV) = -28.70 / -27.84
- maximum force (eV/Å) = 4.3
- charge = +3

***

Q: Which of these has the highest spin multiplicity?
A: C3ORu

***

Q: The highest maximum force belongs to which entry?
A: CH7NS2